No. 1
{
  "formula": "C3H5N2O",
  "method": "ωB97M-V/def2-TZVPD",
  "symbols": ["C", "C", "C", "O", "N", "N", "H", "H", "H", "H", "H"],
  "coordinates": [[-0.4139, -0.7680, -1.0964], [0.5922, -0.5890, 0.0310], [0.2165, 0.4778, 0.9948], [0.3072, 0.5537, 2.5639], [-0.3044, 1.6718, 0.7033], [-0.6665, 2.7054, 0.8080], [-1.2793, -1.4297, -0.7547], [-0.7417, 0.1321, -1.4963], [0.0557, -1.3646, -1.8235], [1.3825, -0.0657, -0.6179], [0.8517, -1.3239, 0.6878]],
  "forces_ev_per_angstrom": [[-1.872, -3.317, 2.207], [-0.328, 4.894, -1.489], [1.724, -2.760, 9.866], [-0.506, -0.717, -10.223], [-1.163, 3.437, 0.254], [-0.060, -0.314, -0.666], [0.829, 1.219, -0.367], [-0.636, 1.614, -0.803], [0.679, -0.463, -1.182], [0.146, -0.908, 1.497], [1.186, -2.685, 0.906]],
  "nbo_charge": [-0.5982, -0.4763, 0.5537, -0.2965, 0.0423, 0.4552, 0.2501, 0.2184, 0.2586, 0.3043, 0.2883],
  "mol_weight_g_mol": 85.1,
  "spin_multiplicity": 1,
  "lumo_energy_ev": [-8.6515, -8.6620],
  "charge": 1,
  "e_above_lowest_ev": 7.0840,
  "smiles": "CCC(=O)[N+]#N"
}

---

No. 2
{
  "formula": "C5H26NO9S",
  "method": "ωB97M-V/def2-TZVPD",
  "symbols": ["C", "C", "S", "C", "N", "C", "C", "O", "H", "H", "H", "H", "H", "H", "H", "H", "H", "H", "H", "H", "O", "H", "H", "O", "H", "H", "O", "H", "H", "O", "H", "H", "O", "H", "H", "O", "H", "H", "O", "H", "H", "O"],
  "coordinates": [[-0.8960, -1.1803, 2.3711], [-2.3568, -0.8927, 2.0030], [-2.7281, -1.7179, 0.5436], [-0.1534, 0.1843, 2.2033], [0.4639, 0.5769, 0.9857], [0.3817, -0.3463, -0.2082], [1.7437, -0.8031, -0.7491], [-0.1217, 0.9710, 3.1548], [-0.4373, -1.9306, 1.7787], [-0.7016, -1.3500, 3.4396], [-2.6287, 0.2179, 1.7453], [-3.1914, -1.0231, 2.8421], [0.5805, 1.5524, 0.9235], [-0.1027, -1.3403, -0.0673], [-0.2203, 0.3786, -0.7600], [1.4429, -1.8057, -1.2598], [2.2576, -0.1291, -1.2727], [2.2822, -1.2128, 0.0850], [0.9068, -0.3649, -4.7639], [-0.0959, 0.1378, -3.5805], [0.7034, -0.4974, -3.7409], [0.5224, -4.1081, 2.3072], [-0.0739, -5.1601, 1.1503], [0.6210, -5.0326, 1.8873], [3.2451, 3.3574, -2.3631], [3.7525, 1.8861, -2.8544], [3.8831, 2.6435, -2.1542], [-2.3740, -0.1384, -2.0053], [-2.2931, -1.2895, -2.8799], [-2.2983, -0.3172, -2.9693], [-1.8500, -4.0810, 1.6196], [-3.0241, -4.0844, 0.5835], [-2.6197, -4.5215, 1.3976], [1.2804, 4.2666, -3.2909], [1.0696, 2.8884, -2.9222], [1.5319, 3.3472, -3.5991], [-0.8030, 3.4238, 0.2834], [0.6025, 4.2107, 0.5651], [0.1618, 3.3565, 0.1685], [-0.1353, 3.6021, 3.3676], [0.9722, 2.6980, 3.1000], [0.7001, 3.6280, 2.9350]],
  "forces_ev_per_angstrom": [[0.865, 3.121, 1.557], [-2.422, 2.292, 1.723], [-1.180, -0.888, -3.034], [1.199, 0.723, -1.147], [-1.480, -4.865, 2.903], [0.532, 1.440, 0.608], [-3.673, -4.336, 1.507], [-0.114, -0.271, -0.124], [-0.009, -0.796, -0.534], [-0.378, -0.304, -0.185], [1.367, -1.453, 0.827], [2.081, -0.420, -1.158], [0.279, 1.237, -0.595], [-0.642, 1.682, 0.599], [0.026, -1.192, -1.603], [1.004, 2.005, -0.190], [2.156, 2.344, -2.309], [0.614, 0.297, 0.655], [-0.744, -0.361, 3.334], [1.768, -1.909, -0.403], [-1.141, 2.170, -2.961], [-0.142, -2.225, -1.397], [1.416, 0.771, 1.944], [-1.293, 1.461, -0.543], [0.414, -1.096, -0.315], [0.042, 2.608, 2.015], [-0.214, -1.687, -1.639], [-0.073, 0.226, -0.374], [0.098, 0.404, -0.488], [0.040, -0.606, 1.084], [1.933, 1.949, 0.253], [1.216, -0.077, 1.958], [-3.187, -2.516, -1.780], [0.581, -1.164, -0.999], [-0.630, -1.478, 0.972], [-0.218, 2.751, 0.052], [0.672, 0.234, 0.200], [-1.656, -2.689, -0.760], [0.936, 2.415, 0.233], [-1.190, 0.146, 0.465], [-0.216, 0.395, -0.412], [1.364, -0.337, 0.060]],
  "nbo_charge": [-0.5196, -0.5727, -0.6705, 0.7224, -0.6568, -0.2450, -0.6019, -0.7189, 0.2067, 0.2223, 0.1995, 0.1945, 0.4205, 0.2474, 0.1922, 0.2056, 0.2015, 0.2001, 0.4616, 0.4979, -0.9618, 0.4788, 0.4932, -0.9728, 0.4824, 0.4794, -0.9688, 0.4941, 0.4785, -0.9773, 0.4581, 0.5010, -0.9811, 0.4642, 0.4793, -0.9363, 0.4821, 0.5022, -0.9711, 0.4658, 0.5017, -0.9783],
  "mol_weight_g_mol": 276.3,
  "spin_multiplicity": 1,
  "lumo_energy_ev": 2.1421,
  "charge": -1,
  "e_above_lowest_ev": 5.0551
}